[1]
The following is a quantum chemistry calculation of a molecular structure, C15H18N3O6S2W, from the OMol25 dataset.

```
! wB97M-V def2-TZVPD RIJCOSX def2/J DEFGRID3
* xyz 3 1
C -2.57414 3.20877 3.61510
C -2.36117 1.97248 3.04919
H 1.53223 -3.31307 -6.02866
H -0.02069 -1.70946 3.52580
H -1.74251 -3.16161 -3.52475
H 1.74749 -1.11628 -4.44485
C -0.39231 3.95452 2.87501
H 0.78813 2.54812 1.78909
C 0.33474 -1.28568 -2.27759
H 1.58305 -0.97033 3.73642
C -1.14121 1.74325 2.39118
H -1.33129 6.34099 3.64561
H -1.43236 5.52274 5.20090
C -1.83709 5.54197 4.18463
O 1.80406 -2.13455 0.91022
C 3.73287 0.98771 -0.23182
C 0.86547 -1.68045 -4.73981
H -3.11338 1.19739 3.10673
N 0.57935 -0.40656 1.95549
N -0.72247 -3.12353 -3.57546
O 1.85113 -3.60826 2.68907
S -0.91634 0.22860 1.69616
H -0.36734 -3.60630 -2.74458
O 0.44233 -2.10829 -1.28852
O 0.73357 -0.12419 -2.02824
O -1.96129 -0.69329 1.92646
C -1.60479 4.21617 3.54274
H -3.50932 3.40445 4.12273
H 0.43876 -1.18817 -5.61141
C -0.14839 2.73510 2.29980
C 0.87838 -1.37228 3.00532
C -0.20663 -1.70131 -3.61236
S 4.99886 1.78905 -0.37981
C -0.19561 -3.82034 -4.83198
H -0.18432 -4.89214 -4.65256
N 2.68413 0.31793 -0.10559
H -1.03475 -1.02844 -3.84048
H 0.35526 4.73450 2.81608
C 1.15214 -3.15741 -5.02125
H -2.89823 5.77006 4.25792
C 1.53615 -2.55770 2.33212
H 1.88534 -3.56805 -4.32391
W 1.17344 -0.67397 0.05088
O -0.50791 0.37572 0.17380
H -0.89333 -3.58785 -5.63484
*
```

Löwdin atomic charges, in units of e: atom 1 (C): 0.02, atom 2 (C): 0.00, atom 3 (H): 0.15, atom 4 (H): 0.16, atom 5 (H): 0.20, atom 6 (H): 0.13, atom 7 (C): 0.01, atom 8 (H): 0.11, atom 9 (C): -0.50, atom 10 (H): 0.16, atom 11 (C): -0.33, atom 12 (H): 0.10, atom 13 (H): 0.12, atom 14 (C): 0.00, atom 15 (O): -0.22, atom 16 (C): -0.74, atom 17 (C): -0.07, atom 18 (H): 0.13, atom 19 (N): -0.31, atom 20 (N): 0.13, atom 21 (O): 0.30, atom 22 (S): 0.80, atom 23 (H): 0.18, atom 24 (O): -0.07, atom 25 (O): -0.01, atom 26 (O): -0.18, atom 27 (C): -0.19, atom 28 (H): 0.14, atom 29 (H): 0.14, atom 30 (C): -0.03, atom 31 (C): -0.07, atom 32 (C): -0.12, atom 33 (S): 1.13, atom 34 (C): -0.06, atom 35 (H): 0.15, atom 36 (N): -0.16, atom 37 (H): 0.19, atom 38 (H): 0.14, atom 39 (C): -0.12, atom 40 (H): 0.10, atom 41 (C): -0.35, atom 42 (H): 0.13, atom 43 (W): 1.97, atom 44 (O): -0.40, atom 45 (H): 0.15

[2]
The following is a quantum chemistry calculation of a single C15H18N4O2 molecule at a distorted geometry, from the OMol25 dataset.

```
! wB97M-V def2-TZVPD RIJCOSX def2/J DEFGRID3
* xyz 0 1
H 0.84373 -3.45835 1.18024
C -4.69055 -1.89794 1.12658
N -3.28969 -1.51567 1.00636
H 0.08406 -0.89900 -2.66406
H -0.30211 -3.64323 2.58539
H 2.24344 5.16056 -0.53527
H -5.19871 -1.13707 1.58823
H -4.89068 -2.71103 1.73471
H 2.69909 4.32207 0.97677
H 0.31823 3.66169 0.66997
H -5.22716 -2.14073 0.16540
C -0.42894 -1.10324 0.76235
C -0.21127 -3.60010 1.48347
O -3.44224 0.49134 1.90500
N -1.07332 1.35726 0.53406
H -0.56823 -4.59064 1.17267
C -2.74246 -0.28119 1.24464
C -0.40946 -1.34632 -1.74019
H 4.85314 2.06140 -1.09578
N 0.26384 -0.86119 -0.51885
H 2.41333 -0.15332 -1.83904
H -1.50983 -1.17384 -1.74426
H 4.14793 1.17457 -2.51886
C 0.88956 0.44661 -0.55328
C 0.77785 2.85981 -0.00640
C 4.09314 2.01788 -1.90343
C 2.76755 4.19089 -0.05836
H 4.27333 3.00269 -2.40441
C 2.05601 0.69206 -1.33054
C 2.67072 1.96588 -1.24429
O -2.84980 -3.62844 0.44870
C 2.08582 3.04465 -0.50285
C 0.22035 1.57852 0.00331
C -1.39318 0.09174 0.87358
H -0.18228 -2.39392 -1.88624
C -2.35635 -2.55907 0.90840
H 3.78402 4.35160 -0.35136
H 0.25711 -0.95414 1.58598
N -0.97598 -2.42279 0.94164
*
```

SMILES   Cc1cc2c(cc1C)N(C)[C@H]1C(=N2)C(=O)N(C)C(=O)N1C

Löwdin atomic charges, in units of e: atom 1 (H): 0.10, atom 2 (C): 0.00, atom 3 (N): 0.03, atom 4 (H): 0.11, atom 5 (H): 0.09, atom 6 (H): 0.15, atom 7 (H): 0.06, atom 8 (H): 0.07, atom 9 (H): 0.07, atom 10 (H): 0.15, atom 11 (H): 0.12, atom 12 (C): -0.22, atom 13 (C): 0.00, atom 14 (O): 0.09, atom 15 (N): 0.21, atom 16 (H): 0.09, atom 17 (C): -0.36, atom 18 (C): -0.04, atom 19 (H): 0.09, atom 20 (N): -0.08, atom 21 (H): 0.10, atom 22 (H): 0.10, atom 23 (H): 0.04, atom 24 (C): -0.15, atom 25 (C): 0.03, atom 26 (C): -0.04, atom 27 (C): -0.08, atom 28 (H): 0.09, atom 29 (C): 0.03, atom 30 (C): -0.17, atom 31 (O): 0.03, atom 32 (C): -0.28, atom 33 (C): -0.21, atom 34 (C): -0.08, atom 35 (H): 0.07, atom 36 (C): -0.40, atom 37 (H): 0.07, atom 38 (H): 0.16, atom 39 (N): -0.03

[3]
The following is a quantum chemistry calculation of a molecular structure, C15H18N4O2S at a distorted geometry, from the OMol25 dataset.

```
! wB97M-V def2-TZVPD RIJCOSX def2/J DEFGRID3
* xyz 0 1
H -2.86749 -1.67518 -2.68757
O 3.48824 -2.14716 -1.99006
C -1.95095 -1.78904 -2.39579
H 2.00802 -3.10673 -3.16355
H -2.17483 5.89892 3.95140
H -1.14219 4.63283 2.16956
C 2.57926 -1.33035 -1.53052
C -0.47277 2.87977 3.43257
H -1.51267 0.26098 -2.23443
H 0.68735 0.18297 -1.36106
H -1.57263 2.41118 6.71884
C 1.22391 -2.53757 -2.99390
N 1.35931 1.77120 0.50506
H -0.74587 -0.66579 -3.43067
H -2.22687 -1.96036 -1.22482
N 1.20329 -1.45272 -1.96291
C -1.46388 -3.09817 -3.09575
H 2.52957 0.46126 -0.85637
C -1.31927 3.10312 5.46870
C -0.76080 2.36340 4.55667
C -0.87617 -0.86167 -2.36424
C 0.27359 2.10767 2.32301
H -1.39776 -2.93692 -4.03671
H 0.15009 -4.71169 -2.91083
C 1.33577 0.83978 1.34679
C -0.13906 -3.57725 -2.69071
N -1.94035 4.22267 5.38139
C -1.60461 4.78116 4.16371
O 0.68637 0.86247 2.43583
C 2.84166 -0.55274 -0.62669
N 0.29891 2.72389 1.07108
H -0.28189 1.32387 4.80418
C -0.97833 4.14894 3.11825
C 0.25443 -0.70602 -1.49463
H 0.09773 -1.01428 -0.58615
H 0.08708 -3.69037 -1.34209
H 3.89631 -0.40817 -0.48938
H 0.70132 -2.24159 -3.94412
H -2.36405 -3.99540 -2.87705
S 2.09026 -0.51691 0.84296
*
```

Löwdin atomic charges, in units of e: atom 1 (H): 0.04, atom 2 (O): 0.01, atom 3 (C): -0.23, atom 4 (H): 0.04, atom 5 (H): 0.17, atom 6 (H): 0.11, atom 7 (C): -0.48, atom 8 (C): -0.17, atom 9 (H): 0.20, atom 10 (H): 0.08, atom 11 (H): 0.20, atom 12 (C): -0.04, atom 13 (N): 0.07, atom 14 (H): 0.13, atom 15 (H): 0.17, atom 16 (N): -0.03, atom 17 (C): -0.24, atom 18 (H): 0.12, atom 19 (C): -0.24, atom 20 (C): -0.13, atom 21 (C): -0.21, atom 22 (C): -0.24, atom 23 (H): 0.03, atom 24 (H): 0.12, atom 25 (C): -0.85, atom 26 (C): -0.17, atom 27 (N): 0.08, atom 28 (C): -0.13, atom 29 (O): 0.17, atom 30 (C): -0.50, atom 31 (N): 0.19, atom 32 (H): 0.17, atom 33 (C): -0.03, atom 34 (C): -0.30, atom 35 (H): 0.07, atom 36 (H): 0.18, atom 37 (H): 0.14, atom 38 (H): 0.12, atom 39 (H): 0.19, atom 40 (S): 1.17

[4]
The following is a quantum chemistry calculation of a single C15H18N4O3S2 molecule at a distorted geometry, from the OMol25 dataset.

```
! wB97M-V def2-TZVPD RIJCOSX def2/J DEFGRID3
* xyz 0 1
C -1.74462 1.10823 -2.81929
H 4.33197 1.39954 -0.29110
C -1.98185 0.14142 -1.91057
N -1.75759 -1.59722 -0.33109
C 2.39201 -0.26751 -1.24565
S 1.45626 0.02105 3.62659
H 3.47101 0.33014 -3.19471
H -2.47795 3.22547 -3.43646
O -0.88199 1.38879 0.65599
N 1.73654 -2.31501 2.31706
H 4.31933 -0.50529 -1.79126
H 2.24928 1.17462 1.15862
C 3.98286 1.50813 -1.42621
H 2.67726 3.29216 -0.49354
O -0.50145 -1.53805 -2.18643
C -1.24946 -2.96022 0.09425
H -1.83703 -3.42145 0.80826
H -4.27709 2.79439 -1.90713
H 4.60522 2.19830 -2.12522
H -0.72067 -3.17292 -0.79275
C -0.10742 -2.49601 0.95888
H 0.69022 1.30105 -1.18501
C 3.62748 0.06626 -1.90931
N 1.00671 -3.41906 1.20026
C 0.12585 1.29337 1.12627
C -3.45158 2.23418 -1.97407
H -0.87109 0.91097 -3.43745
C 0.13282 1.11954 2.70987
N 1.26752 1.19413 0.57846
H 2.68471 -0.61358 -0.15715
C 0.97143 -1.37223 2.48927
H 2.25772 2.51009 -2.29628
C -2.42685 2.28557 -2.96279
H 0.54259 2.22054 3.27512
O -0.00539 -1.23372 1.61299
H -2.42521 -1.21646 0.40996
C -1.36419 -0.92501 -1.51949
S -3.60772 0.72472 -0.88338
H -0.67571 0.88562 3.10208
C 1.77001 1.13703 -0.98215
C 2.65329 2.34496 -1.25203
H 1.75053 -0.68260 -1.80925
*
```

SMILES   O=C(CSc1nnc(CNC(=O)c2cccs2)o1)NC1CCCC1

Löwdin atomic charges, in units of e: atom 1 (C): -0.14, atom 2 (H): 0.14, atom 3 (C): -0.32, atom 4 (N): 0.03, atom 5 (C): -0.12, atom 6 (S): 0.89, atom 7 (H): 0.21, atom 8 (H): 0.10, atom 9 (O): 0.13, atom 10 (N): 0.07, atom 11 (H): 0.00, atom 12 (H): 0.19, atom 13 (C): -0.20, atom 14 (H): 0.17, atom 15 (O): 0.04, atom 16 (C): -0.04, atom 17 (H): 0.11, atom 18 (H): 0.00, atom 19 (H): 0.13, atom 20 (H): 0.11, atom 21 (C): -0.22, atom 22 (H): 0.12, atom 23 (C): -0.19, atom 24 (N): 0.18, atom 25 (C): -0.73, atom 26 (C): -0.29, atom 27 (H): 0.14, atom 28 (C): -0.27, atom 29 (N): 0.09, atom 30 (H): 0.17, atom 31 (C): -0.78, atom 32 (H): 0.12, atom 33 (C): -0.09, atom 34 (H): 0.16, atom 35 (O): -0.02, atom 36 (H): 0.13, atom 37 (C): -0.55, atom 38 (S): 0.94, atom 39 (H): -0.05, atom 40 (C): -0.23, atom 41 (C): -0.16, atom 42 (H): 0.02

HOMO level in eV, matching the order above: -17.73 -8.36 -8.69 -9.02
E_tot in eV, matching the order above: -56071.736 -25900.113 -36721.735 -49607.346
Orbital gap in eV, matching the order above: 5.98 7.86 8.09 8.45